Entry 1:
# C2H5NO2S

A single C2H5NO2S molecule (ωB97M-V/def2-TZVPD, the Open Molecules 2025 dataset).

```
11
Properties=species:S:1:pos:R:3:nbo_charge:R:1
C -0.19 -0.03 0.87 -0.3272
C -0.30 1.16 -0.06 -0.6047
N 0.77 -0.90 0.23 -0.0775
O 0.12 1.14 -2.71 -0.8185
O 0.46 -2.22 0.45 -0.5323
S -0.56 0.33 -1.70 0.9866
H 0.16 0.24 1.88 0.2198
H -1.17 -0.53 0.97 0.1995
H -1.10 1.86 0.18 0.2309
H 0.65 1.68 -0.14 0.2380
H 1.16 -2.73 0.04 0.4855
```

Properties
**Strongest force on any atom**: 1.77 eV/A
**LUMO level (alpha / beta)**: 0.15 / -0.42 eV
**Energy**: -18571.4552 eV
**Kohn-Sham gap (alpha / beta)**: 8.593 / 8.613 eV
**Charge**: 0
**Energy above the lowest of the compared OMol25 structures with the same formula, charge and spin**: 4.114 eV

=====

Entry 2:
# C2H5NO2S

A single C2H5NO2S molecule (ωB97M-V/def2-TZVPD, the Open Molecules 2025 dataset).

```
11
Properties=species:S:1:pos:R:3:nbo_charge:R:1
H 2.21 -1.82 0.09 0.3713
N 1.52 -1.53 -0.62 -0.6847
C 0.68 -0.64 -0.38 0.5844
C 0.64 0.65 0.41 -0.7315
O -0.46 -0.76 -1.12 -0.6717
S -1.70 0.25 -1.21 0.7960
O -2.48 0.22 0.21 -0.8488
H 0.32 1.39 -0.33 0.2480
H -0.08 0.53 1.16 0.2195
H 1.57 0.79 1.04 0.2371
H -2.23 0.94 0.76 0.4804
```

Properties
**Strongest force on any atom**: 2.83 eV/A
**SMILES string**: [H]/N=C(\C)OSO
**LUMO level**: 0.47 eV
**Energy**: -18573.2839 eV
**Kohn-Sham gap**: 9.312 eV
**Charge**: 0
**Energy above the lowest of the compared OMol25 structures with the same formula, charge and spin**: 2.285 eV

=====

Entry 3:
# C2H5NO2S

A molecular structure, C2H5NO2S (ωB97M-V/def2-TZVPD, the Open Molecules 2025 dataset).

```
11
Properties=species:S:1:pos:R:3:nbo_charge:R:1
C 0.04 -1.20 0.83 0.0005
C -0.14 0.82 -0.40 -0.4554
N -0.63 -0.24 0.41 -0.4003
O -3.06 1.20 0.12 -0.8976
O -2.76 -0.85 -1.19 -0.9110
S -2.83 -0.25 0.23 1.6141
H -0.53 -2.00 1.27 0.2062
H 1.16 -1.03 0.73 0.1768
H -0.82 1.11 -1.08 0.2420
H 0.79 0.61 -0.83 0.1958
H 0.02 1.86 0.06 0.2288
```

Properties
**Strongest force on any atom**: 5.48 eV/A
**LUMO level**: 0.23 eV
**Energy**: -18573.1532 eV
**Kohn-Sham gap**: 10.221 eV
**Charge**: 0
**Energy above the lowest of the compared OMol25 structures with the same formula, charge and spin**: 2.416 eV

=====

Entry 4:
# C2H5NO2S

A single C2H5NO2S molecule (ωB97M-V/def2-TZVPD, the Open Molecules 2025 dataset).

```
11
Properties=species:S:1:pos:R:3:nbo_charge:R:1
C -0.13 0.19 -0.71 -0.1976
C -1.39 -0.59 -0.34 -0.7160
N 0.88 1.45 0.89 -0.8575
O 2.53 0.21 -0.62 -0.9130
O 1.49 -1.07 1.22 -0.9150
S 1.42 0.03 0.28 2.2207
H -0.11 1.14 -1.29 0.2532
H -2.39 -0.14 -0.06 0.2605
H -0.98 -1.37 0.35 0.2570
H -1.54 -0.99 -1.29 0.2577
H 0.23 1.16 1.58 0.3501
```

Properties
**Strongest force on any atom**: 3.57 eV/A
**LUMO level (alpha / beta)**: -1.61 / -1.61 eV
**Energy**: -18571.2759 eV
**Kohn-Sham gap (alpha / beta)**: 9.097 / 9.092 eV
**Charge**: 0
**Energy above the lowest of the compared OMol25 structures with the same formula, charge and spin**: 4.293 eV

=====

Entry 5:
# C2H5NO3

A single C2H5NO3 molecule (ωB97M-V/def2-TZVPD, the Open Molecules 2025 dataset).

```
11
Properties=species:S:1:pos:R:3:nbo_charge:R:1
O -0.15 -1.35 0.14 -0.6554
C -0.12 -0.11 0.17 0.5805
C 1.19 0.59 0.03 -0.1747
O 2.28 -0.47 -0.20 -0.7160
N -1.37 0.45 0.11 -0.3045
O -2.50 -0.35 -0.09 -0.5277
H 1.08 1.34 -0.79 0.2164
H 1.44 1.13 1.10 0.2104
H 1.71 -1.35 0.36 0.5007
H -1.54 1.34 -0.28 0.3780
H -2.01 -1.23 -0.55 0.4923
```

Properties
**Strongest force on any atom**: 5.70 eV/A
**SMILES string**: O=C(CO)NO
**LUMO level**: 0.66 eV
**Energy**: -9784.1358 eV
**Kohn-Sham gap**: 10.649 eV
**Charge**: 0
**Energy above the lowest of the compared OMol25 structures with the same formula, charge and spin**: 4.053 eV

=====

Entry 6:
# C2H5NO3S

A single C2H5NO3S molecule (ωB97M-V/def2-TZVPD, the Open Molecules 2025 dataset).

```
12
Properties=species:S:1:pos:R:3:nbo_charge:R:1
C -1.32 -0.70 0.07 0.9136
C 1.42 1.07 -0.84 -0.8402
N -2.22 -0.76 1.10 -0.8340
O -1.42 -0.75 -1.11 -0.5681
O 2.57 -0.87 0.40 -0.9278
O 0.12 -0.64 0.72 -0.7865
S 1.40 -0.81 -0.41 1.5275
H 1.37 1.32 -1.91 0.2248
H 2.49 1.36 -0.58 0.2380
H 0.78 1.71 -0.26 0.2282
H -3.19 -0.69 0.85 0.4047
H -1.99 -0.24 1.96 0.4198
```

Properties
**Strongest force on any atom**: 3.77 eV/A
**LUMO level**: 0.57 eV
**Energy**: -20621.8009 eV
**Kohn-Sham gap**: 10.035 eV
**Charge**: 0
**Energy above the lowest of the compared OMol25 structures with the same formula, charge and spin**: 1.733 eV

=====

Entry 7:
# C2H5NO3S

A single C2H5NO3S molecule (ωB97M-V/def2-TZVPD, the Open Molecules 2025 dataset).

```
12
Properties=species:S:1:pos:R:3:lowdin_spin:R:1
C 0.47 -0.36 -0.01 0.3566
C -1.00 -0.25 -0.53 0.0736
N -1.39 1.03 -0.37 0.0240
O 0.72 -1.66 0.38 0.0769
O 0.46 0.34 1.12 0.0424
O -1.73 -1.08 -1.08 0.0520
S 2.08 0.46 -0.86 1.2861
H -1.08 1.59 0.40 0.0018
H 1.14 -0.12 1.80 0.0057
H -2.34 1.10 -0.76 0.0014
H 0.47 -2.34 -0.28 0.0028
H 2.21 1.28 0.20 0.0767
```

Properties
**Strongest force on any atom**: 6.18 eV/A
**LUMO level (alpha / beta)**: 0.41 / -3.20 eV
**Energy**: -20617.6643 eV
**Kohn-Sham gap (alpha / beta)**: 5.721 / 6.413 eV
**Multiplicity**: 3
**⟨S²⟩**: 2.0080
**Charge**: 0
**Energy above the lowest of the compared OMol25 structures with the same formula, charge and spin**: 1.058 eV

=====

Entry 8:
# C2H5NO4

2 unconnected molecules or ions with the total composition C2H5NO4 (ωB97M-V/def2-TZVPD, the Open Molecules 2025 dataset).

```
12
Properties=species:S:1:pos:R:3:lowdin_spin:R:1
O -0.58 1.16 3.07 0.6275
C -0.56 1.16 1.76 0.1429
N -0.22 -0.07 1.13 0.0526
C 0.21 -0.29 -0.17 0.0033
O 0.47 0.70 -0.90 0.0041
O 0.40 -1.50 -0.49 0.0111
H 0.08 2.00 1.39 0.0779
H -0.28 -0.91 1.68 0.0011
H -1.55 1.51 1.37 0.0796
H 1.26 -0.80 -2.80 0.0000
H 0.04 -1.60 -2.72 0.0000
O 0.73 -1.37 -3.32 0.0000
```

Properties
**Strongest force on any atom**: 2.08 eV/A
**LUMO level (alpha / beta)**: 3.81 / 1.74 eV
**Energy**: -11835.4327 eV
**Kohn-Sham gap (alpha / beta)**: 8.403 / 6.308 eV
**Multiplicity**: 2
**⟨S²⟩**: 0.7561
**Charge**: -1
**Energy above the lowest of the compared OMol25 structures with the same formula, charge and spin**: 0.213 eV

=====

Entry 9:
# C2H5NO4

2 unconnected molecules or ions with the total composition C2H5NO4 (ωB97M-V/def2-TZVPD, the Open Molecules 2025 dataset).

```
12
Properties=species:S:1:pos:R:3:nbo_charge:R:1
O -2.65 0.34 0.70 -0.4435
N -1.72 0.47 -0.10 0.3739
O -1.47 1.67 -0.60 -0.4965
C -0.88 -0.57 -0.43 0.1540
O -1.20 -1.74 0.15 -0.6984
H -0.54 1.84 0.02 0.4894
H -0.61 -0.46 -1.52 0.2360
H -1.87 -1.73 0.89 0.5265
C 0.96 0.41 0.59 0.1810
O 0.81 1.66 0.32 -0.6437
H 0.83 0.11 1.62 0.1589
H 1.66 -0.11 -0.09 0.1624
```

Properties
**Strongest force on any atom**: 3.31 eV/A
**SMILES string**: [O-]/[N+](O)=C\O.C=O
**LUMO level (alpha / beta)**: -0.58 / -0.58 eV
**Energy**: -11829.5171 eV
**Kohn-Sham gap (alpha / beta)**: 8.479 / 8.478 eV
**Charge**: 0
**Energy above the lowest of the compared OMol25 structures with the same formula, charge and spin**: 7.276 eV

=====

Entry 10:
# C2H5NO4

2 unconnected molecules or ions with the total composition C2H5NO4 (ωB97M-V/def2-TZVPD, the Open Molecules 2025 dataset).

```
12
Properties=species:S:1:pos:R:3:nbo_charge:R:1
N -1.84 0.24 -0.43 -0.8226
C -0.72 0.00 0.19 0.8988
O 0.11 0.82 0.47 -0.6911
O -0.63 -1.33 0.49 -0.7196
H -1.77 1.22 -0.55 0.4110
H -2.62 -0.37 -0.56 0.4277
H 0.34 -1.61 0.76 0.5214
O 3.71 -0.90 -0.60 -0.5548
C 3.14 -0.04 -0.09 0.6510
O 2.44 -0.16 1.04 -0.7295
H 3.19 0.96 -0.50 0.0788
H 1.76 0.64 1.13 0.5288
```

Properties
**Strongest force on any atom**: 4.58 eV/A
**SMILES string**: NC(=O)O.O=CO
**LUMO level**: 0.54 eV
**Energy**: -11835.5348 eV
**Kohn-Sham gap**: 10.944 eV
**Charge**: 0
**Energy above the lowest of the compared OMol25 structures with the same formula, charge and spin**: 1.258 eV

=====

Entry 11:
# C2H5NO4

2 unconnected molecules or ions with the total composition C2H5NO4 (ωB97M-V/def2-TZVPD, the Open Molecules 2025 dataset).

```
12
Properties=species:S:1:pos:R:3:nbo_charge:R:1
O 0.99 0.95 1.94 -0.5527
C 0.54 -0.19 1.83 0.5231
N 0.62 -0.72 0.38 -0.7484
C -0.19 -1.87 0.00 0.9201
O 0.03 -2.65 -0.87 -0.5584
O -1.25 -1.96 0.97 -0.7358
H -0.24 -0.58 2.59 0.1834
H 1.35 -0.03 0.16 0.4590
H -1.65 -2.90 0.96 0.5094
O -0.28 2.89 -2.59 -0.9116
H -0.53 3.84 -2.61 0.4565
H 0.62 3.21 -2.75 0.4554
```

Properties
**Strongest force on any atom**: 5.41 eV/A
**SMILES string**: O=CNC(=O)O.O
**LUMO level**: 0.48 eV
**Energy**: -11833.7661 eV
**Kohn-Sham gap**: 11.008 eV
**Charge**: 0
**Energy above the lowest of the compared OMol25 structures with the same formula, charge and spin**: 3.027 eV

=====

Entry 12:
# C2H5NO4

2 unconnected molecules or ions with the total composition C2H5NO4 (ωB97M-V/def2-TZVPD, the Open Molecules 2025 dataset).

```
12
Properties=species:S:1:pos:R:3:nbo_charge:R:1
C -0.02 0.92 -1.54 -0.2549
C -0.09 0.65 0.83 1.0119
N 0.10 -3.08 -0.23 -0.0327
O 0.72 -3.02 0.88 -0.4829
O -0.61 1.07 1.97 -0.6799
O 0.64 -0.27 0.85 -0.6378
O -0.43 1.43 -0.27 -0.5302
H 1.00 0.63 -1.58 0.1999
H -0.04 1.75 -2.24 0.1943
H -0.72 0.16 -1.86 0.1963
H -1.22 1.86 1.97 0.5131
H 0.68 -2.11 1.21 0.5031
```

Properties
**Strongest force on any atom**: 3.37 eV/A
**LUMO level (alpha / beta)**: 0.34 / 0.35 eV
**Energy**: -11831.1000 eV
**Kohn-Sham gap (alpha / beta)**: 8.764 / 8.768 eV
**Charge**: 0
**Energy above the lowest of the compared OMol25 structures with the same formula, charge and spin**: 5.693 eV

=====

Entry 13:
# C2H5NOS

A single C2H5NOS molecule (ωB97M-V/def2-TZVPD, the Open Molecules 2025 dataset).

```
10
Properties=species:S:1:pos:R:3:nbo_charge:R:1
O 1.13 -1.11 1.99 -0.9020
S 1.30 0.85 1.20 0.6677
N 0.32 0.87 -0.03 -0.5837
C 0.19 -0.06 -1.11 -0.2370
C -1.00 0.38 -0.27 -0.2399
H 0.22 -1.35 1.83 0.4397
H 0.83 -0.97 -0.99 0.2291
H 0.24 0.42 -2.06 0.2028
H -1.62 1.00 -1.01 0.2031
H -1.62 -0.04 0.45 0.2202
```

Properties
**Strongest force on any atom**: 3.96 eV/A
**SMILES string**: OSN1CC1
**LUMO level**: -0.20 eV
**Energy**: -16524.0078 eV
**Kohn-Sham gap**: 8.805 eV
**Charge**: 0
**Energy above the lowest of the compared OMol25 structures with the same formula, charge and spin**: 4.374 eV

=====

Entry 14:
# C2H5NOS

2 unconnected molecules or ions with the total composition C2H5NOS (ωB97M-V/def2-TZVPD, the Open Molecules 2025 dataset).

```
10
Properties=species:S:1:pos:R:3:nbo_charge:R:1
C -1.61 -0.96 0.00 -0.4434
C 0.96 -1.03 0.04 0.5166
H -1.84 -0.73 1.16 0.2212
H -2.36 -0.33 -0.75 0.2129
H -1.73 -2.03 -0.40 0.2283
H 1.13 1.64 1.09 0.1753
H 0.91 -2.11 0.06 0.1349
N -0.34 -0.46 0.12 -0.6021
O 1.85 -0.27 -0.13 -0.5674
S -0.29 1.30 -0.07 0.1237
```

Properties
**Strongest force on any atom**: 5.69 eV/A
**LUMO level**: -0.22 eV
**Energy**: -16523.9862 eV
**Kohn-Sham gap**: 8.411 eV
**Charge**: 0
**Energy above the lowest of the compared OMol25 structures with the same formula, charge and spin**: 4.395 eV

=====

Entry 15:
# C2H5NOS

A single C2H5NOS molecule (ωB97M-V/def2-TZVPD, the Open Molecules 2025 dataset).

```
10
Properties=species:S:1:pos:R:3:nbo_charge:R:1
C 1.06 -0.56 -0.04 -0.6262
C 0.36 0.69 -0.06 -0.2548
N -1.10 0.63 0.07 -0.7478
O -3.30 0.14 -0.07 -0.8766
S -2.06 -0.52 0.02 1.4495
H 0.59 -1.18 0.82 0.1978
H 2.06 -0.48 0.35 0.2259
H 1.05 -1.20 -0.99 0.2142
H 0.70 1.21 -0.86 0.2089
H 0.64 1.29 0.75 0.2090
```

Properties
**Strongest force on any atom**: 4.77 eV/A
**LUMO level**: -0.25 eV
**Energy**: -16525.7229 eV
**Kohn-Sham gap**: 9.973 eV
**Charge**: 0
**Energy above the lowest of the compared OMol25 structures with the same formula, charge and spin**: 2.658 eV

=====

Entry 16:
# C2H5NOS

2 unconnected molecules or ions with the total composition C2H5NOS (ωB97M-V/def2-TZVPD, the Open Molecules 2025 dataset).

```
10
Properties=species:S:1:pos:R:3:nbo_charge:R:1
C -0.36 -0.89 -0.67 -0.6678
C -0.79 0.09 0.29 0.0293
H 1.41 -0.75 1.73 0.1029
H -1.04 -1.62 -1.31 0.2741
H 0.18 0.08 -1.35 0.2635
H -1.46 -0.50 1.28 0.1769
H 0.81 2.61 -0.04 0.4953
N -0.31 1.27 0.61 -0.1190
O 0.50 1.69 -0.41 -0.5697
S 1.07 -1.99 -0.13 0.0145
```

Properties
**Strongest force on any atom**: 7.43 eV/A
**LUMO level**: -1.79 eV
**Energy**: -16520.3152 eV
**Kohn-Sham gap**: 7.266 eV
**Charge**: 0
**Energy above the lowest of the compared OMol25 structures with the same formula, charge and spin**: 8.066 eV

=====

Entry 17:
# C2H5NOS

A molecular structure, C2H5NOS (ωB97M-V/def2-TZVPD, the Open Molecules 2025 dataset).

```
10
Properties=species:S:1:pos:R:3:nbo_charge:R:1
C 0.47 -0.91 1.68 -0.9282
C 0.03 0.53 -0.57 -0.0620
H -0.81 -0.89 2.08 0.2641
H 0.31 -1.60 0.27 0.2976
H 1.68 -1.02 2.40 0.2790
H 0.18 1.45 -1.05 0.2033
H -1.27 -1.19 -2.85 0.4810
N -0.49 -0.55 -1.07 -0.1984
O -0.69 -0.31 -2.50 -0.5779
S 0.37 0.74 1.25 0.2415
```

Properties
**Strongest force on any atom**: 4.93 eV/A
**LUMO level**: 0.58 eV
**Energy**: -16520.8205 eV
**Kohn-Sham gap**: 9.163 eV
**Charge**: 0
**Energy above the lowest of the compared OMol25 structures with the same formula, charge and spin**: 7.561 eV

=====

Entry 18:
# C2H5NOS

A single C2H5NOS molecule (ωB97M-V/def2-TZVPD, the Open Molecules 2025 dataset).

```
10
Properties=species:S:1:pos:R:3:nbo_charge:R:1
C -0.35 1.59 -0.02 -0.4234
N -0.02 0.14 0.22 -0.5820
S 1.59 -0.30 -0.13 0.1757
C -1.00 -0.78 0.01 0.5308
O -2.18 -0.52 -0.05 -0.5819
H 0.55 2.01 0.41 0.2151
H -1.29 1.83 0.53 0.2311
H -0.53 1.81 -1.04 0.2033
H 2.09 -0.67 1.08 0.1133
H -0.51 -1.79 -0.01 0.1181
```

Properties
**Strongest force on any atom**: 2.64 eV/A
**SMILES string**: CN(S)C=O
**LUMO level**: 0.58 eV
**Energy**: -16527.1528 eV
**Kohn-Sham gap**: 10.468 eV
**Charge**: 0
**Energy above the lowest of the compared OMol25 structures with the same formula, charge and spin**: 1.229 eV

=====

Entry 19:
# C2H5NOS2

2 unconnected molecules or ions with the total composition C2H5NOS2 (ωB97M-V/def2-TZVPD, the Open Molecules 2025 dataset).

```
11
Properties=species:S:1:pos:R:3:nbo_charge:R:1
C 2.32 0.40 0.04 -0.7309
C -0.62 -0.07 -0.20 -0.0791
H 3.17 -0.27 0.62 0.2518
H 2.61 0.89 -0.97 0.2488
H 1.83 1.06 0.74 0.2519
H -1.69 -1.81 -0.19 0.3952
H -3.03 0.40 0.90 0.4573
N -1.64 -0.83 -0.16 -0.2832
O -3.04 -0.55 -0.15 -0.5070
S 0.99 -0.81 -0.34 0.2351
S -0.89 1.60 -0.30 -0.2401
```

Properties
**Strongest force on any atom**: 6.41 eV/A
**LUMO level**: -0.25 eV
**Energy**: -27358.4195 eV
**Kohn-Sham gap**: 8.277 eV
**Charge**: 0
**Energy above the lowest of the compared OMol25 structures with the same formula, charge and spin**: 4.637 eV

=====

Entry 20:
# C2H5NOS2

2 unconnected molecules or ions with the total composition C2H5NOS2 (ωB97M-V/def2-TZVPD, the Open Molecules 2025 dataset).

```
11
Properties=species:S:1:pos:R:3:nbo_charge:R:1
C 2.37 -0.02 2.27 -0.1076
N 2.61 0.39 1.09 -0.5303
S 1.47 -0.05 -0.11 0.1773
H 3.08 0.25 3.04 0.1777
H 1.50 -0.62 2.57 0.1449
H 2.11 0.56 -1.11 0.1283
O -0.62 0.69 -1.26 -0.5437
C -1.51 0.55 -0.47 0.2768
S -2.79 -0.68 -0.60 -0.0147
H -1.64 1.16 0.43 0.1439
H -2.33 -1.20 -1.75 0.1474
```

Properties
**Strongest force on any atom**: 1.61 eV/A
**SMILES string**: C=NS.O=CS
**LUMO level**: 0.52 eV
**Energy**: -27361.1248 eV
**Kohn-Sham gap**: 9.080 eV
**Charge**: 0
**Energy above the lowest of the compared OMol25 structures with the same formula, charge and spin**: 1.932 eV